104
Properties=species:S:1:pos:R:3:forces:R:3 method="wB97M-V/def2-TZVPD" e_homo_ev=-10.1 spin_multiplicity=1 total_energy_ha=-3053.81510 smiles="C[C@H]1COC(=O)O1.C[C@H]1COC(=O)O1.C[C@H]1COC(=O)O1.C[C@H]1COC(=O)O1.C[C@H]1COC(=O)O1.C[C@H]1COC(=O)O1.C[C@H]1COC(=O)O1.C[C@H]1COC(=O)O1" de_lowest_kcal_mol=156.5 gap_ev=9.8
C -5.044 -1.862 -4.190 -0.2 0.5 -1.6
C -3.540 -1.826 -4.314 1.2 -1.2 -0.8
C -2.736 -1.493 -5.632 -2.1 0.8 -0.9
O -1.623 -0.664 -5.209 -0.4 -2.5 -1.3
C -1.717 -0.550 -3.911 0.2 2.2 0.5
O -0.840 -0.011 -3.294 -0.6 -0.5 1.0
O -2.972 -0.852 -3.496 1.0 0.8 2.2
H -5.436 -0.975 -4.687 -0.3 0.2 0.3
H -5.456 -1.966 -3.186 0.5 0.2 0.1
H -5.443 -2.690 -4.774 0.2 -0.2 0.0
H -3.163 -2.795 -3.984 0.1 -0.3 0.2
H -3.304 -0.807 -6.260 -0.3 -0.2 -0.2
H -2.492 -2.364 -6.242 0.6 0.1 0.4
C 3.285 4.569 4.128 0.1 -0.1 0.4
C 4.522 4.666 5.050 -2.3 0.1 0.5
C 4.979 3.353 5.699 -2.2 0.2 -0.6
O 6.250 3.257 5.186 2.7 -1.8 1.6
C 6.616 4.261 4.407 3.9 -1.4 -3.4
O 7.694 4.298 3.766 -3.5 0.3 2.7
O 5.578 5.009 4.208 0.2 2.2 -1.1
H 2.292 4.455 4.563 0.3 0.2 0.7
H 3.364 3.664 3.527 0.3 0.2 -0.3
H 3.238 5.469 3.514 0.1 -0.2 -0.2
H 4.471 5.462 5.793 -0.4 0.0 0.0
H 4.402 2.499 5.344 -0.1 0.0 -0.4
H 4.821 3.302 6.777 0.9 0.4 0.2
C 1.597 0.020 -0.769 -1.3 -0.9 -0.1
C 1.222 1.491 -0.429 1.5 -0.9 -1.4
C -0.186 2.102 -0.515 -0.3 -0.2 -2.1
O -0.325 2.785 0.702 -1.6 0.0 0.0
C 0.700 2.564 1.468 2.0 0.1 1.4
O 0.932 3.184 2.472 -0.2 -0.8 -0.2
O 1.512 1.607 0.930 -0.4 0.9 2.3
H 1.021 -0.671 -0.154 -0.1 0.3 0.6
H 2.634 -0.267 -0.593 0.1 0.8 0.2
H 1.355 -0.433 -1.731 -0.1 1.0 -0.6
H 1.972 2.134 -0.890 -0.2 0.2 -0.6
H -0.954 1.388 -0.812 -0.2 -0.4 1.1
H -0.371 2.901 -1.233 0.9 -0.2 -0.6
C 1.704 -2.355 -4.228 0.7 0.3 -0.6
C 2.571 -3.291 -5.117 -1.3 1.0 0.3
C 2.904 -4.614 -4.406 0.2 1.6 -1.5
O 2.626 -5.517 -5.470 0.6 -1.9 1.5
C 1.893 -5.029 -6.463 -0.9 -1.5 -2.4
O 1.436 -5.741 -7.365 1.1 2.4 2.5
O 1.811 -3.693 -6.349 0.4 0.2 1.3
H 1.022 -1.751 -4.826 -0.4 -0.5 0.0
H 2.279 -1.562 -3.751 0.6 -0.2 0.0
H 1.242 -2.892 -3.399 -0.5 -0.1 -0.4
H 3.461 -2.763 -5.457 -0.1 -0.1 -0.2
H 2.339 -4.718 -3.480 -0.4 -0.7 -0.4
H 3.956 -4.589 -4.123 0.0 -0.6 -0.3
C -3.794 1.809 -1.082 -0.3 -0.1 1.5
C -3.403 2.527 0.258 -1.8 -0.6 -0.5
C -4.527 3.314 0.935 1.4 0.5 -0.7
O -5.066 2.477 1.944 -3.3 2.9 -1.8
C -4.222 1.577 2.201 1.3 -3.6 2.5
O -4.343 0.804 3.126 0.9 0.6 -1.3
O -3.197 1.618 1.334 2.5 -1.2 -0.3
H -4.667 2.331 -1.474 0.5 0.4 -0.7
H -4.222 0.829 -0.873 0.3 -0.2 0.3
H -2.970 1.648 -1.777 -0.2 0.4 -0.1
H -2.647 3.299 0.119 0.7 -0.8 0.1
H -5.147 3.646 0.102 -0.8 0.5 1.1
H -3.906 4.010 1.500 -1.0 1.2 -0.2
C 2.848 -4.057 -0.593 1.7 1.9 -0.8
C 4.375 -4.184 -1.042 -3.5 0.4 -0.4
C 5.403 -4.275 0.072 -0.6 0.2 -0.6
O 6.005 -5.521 -0.207 -0.6 -1.7 -0.5
C 5.238 -6.251 -1.123 -0.7 -0.7 0.2
O 5.294 -7.425 -1.343 0.7 1.5 0.4
O 4.273 -5.446 -1.698 2.9 -0.6 0.7
H 2.302 -3.850 -1.513 -0.1 -0.2 0.0
H 2.835 -3.104 -0.063 -0.7 -0.2 0.7
H 2.376 -4.916 -0.116 0.6 0.1 0.3
H 4.584 -3.399 -1.769 0.1 0.0 -0.1
H 4.792 -4.174 0.969 0.6 -0.8 0.7
H 6.200 -3.533 0.123 -0.2 0.1 -0.4
C -1.795 -1.726 -0.342 -0.4 -1.4 -1.6
C -3.183 -2.512 -0.502 3.0 -0.3 1.4
C -3.369 -3.705 0.525 1.6 2.5 0.8
O -4.642 -3.425 1.089 -2.1 -0.6 -0.5
C -5.084 -2.226 0.700 -1.4 3.8 0.6
O -6.076 -1.557 1.000 2.6 -3.1 -0.6
O -4.091 -1.592 -0.046 -2.6 -0.2 0.1
H -0.986 -2.448 -0.233 0.2 0.0 0.1
H -1.716 -0.944 0.414 -0.7 -0.5 0.5
H -1.625 -1.202 -1.282 0.1 0.0 -0.1
H -3.353 -2.841 -1.528 -0.1 0.2 -0.2
H -2.744 -3.405 1.366 0.7 -0.5 -0.1
H -3.119 -4.736 0.276 -0.9 0.1 -0.4
C -1.059 5.465 3.815 -1.4 1.2 -1.2
C -1.790 4.360 4.488 -0.4 0.0 -0.8
C -0.919 3.428 5.250 -0.3 -0.5 0.3
O -1.644 3.373 6.545 4.9 -3.4 -0.1
C -2.715 4.039 6.467 -5.0 -0.6 2.9
O -3.707 3.917 7.174 1.8 0.3 -0.3
O -2.673 4.826 5.475 -1.1 4.0 -2.9
H -0.397 5.148 3.009 0.9 -0.2 1.0
H -0.790 6.217 4.557 1.0 -0.3 -0.1
H -1.741 6.027 3.177 -0.7 0.1 0.2
H -2.452 3.794 3.834 0.3 0.0 -0.6
H 0.112 3.783 5.270 -0.1 -0.1 0.9
H -0.955 2.490 4.696 0.2 -0.4 0.8



94
Properties=species:S:1:pos:R:3:forces:R:3 method="wB97M-V/def2-TZVPD" e_homo_ev="-0.5 / -3.8" spin_multiplicity=6 total_energy_ha=-4041.13515 charge=-1 s2=8.772 de_lowest_kcal_mol=0.0 gap_ev="2.9 / 6.2"
Fe 0.780 -1.658 0.363 -0.1 0.5 -0.7
O 4.214 -0.216 -0.958 -0.1 -0.3 0.0
Cl 3.674 -1.508 -0.655 0.0 -0.1 0.0
O 4.659 -2.539 -0.828 -0.2 0.2 0.0
O 3.171 -1.523 0.726 -0.2 -0.1 0.0
O 2.508 -1.776 -1.505 0.4 0.0 0.0
C -3.013 -3.895 -0.845 0.0 0.1 0.0
C -3.500 -2.986 0.293 0.2 0.0 0.0
C -2.820 -3.399 1.605 -0.1 0.1 0.0
C -3.362 -1.495 0.006 0.0 -0.2 0.0
C -4.479 -0.683 0.174 0.0 0.0 0.0
C -4.435 0.679 -0.087 0.1 0.0 0.0
C -3.258 1.224 -0.581 -0.1 0.0 0.1
C -2.120 0.448 -0.775 -0.1 0.1 -0.2
C -0.905 1.083 -1.419 0.1 -0.1 0.1
C 0.143 1.505 -0.347 -0.1 0.4 0.0
C -0.380 0.205 -2.569 -0.1 0.0 0.0
C -2.149 -0.912 -0.420 0.2 -0.3 0.2
O -1.033 -1.660 -0.474 -0.1 -0.2 -0.1
H -3.545 -4.850 -0.815 0.0 0.0 0.0
H -1.950 -4.106 -0.742 0.0 0.0 0.0
H -3.189 -3.440 -1.823 0.0 0.0 0.0
H -4.572 -3.161 0.407 -0.1 0.0 0.0
H -1.770 -3.106 1.591 0.0 0.0 0.0
H -2.869 -4.483 1.739 0.0 0.0 0.0
H -3.309 -2.928 2.462 0.0 0.0 0.0
H -5.408 -1.135 0.513 0.0 0.0 0.0
H -5.314 1.299 0.050 0.0 0.0 0.0
H -3.214 2.282 -0.825 0.0 -0.1 0.0
H -1.266 2.016 -1.845 0.0 0.1 -0.1
H 1.947 0.830 0.350 0.0 0.1 -0.1
H -0.375 1.383 0.613 0.1 -0.1 0.0
H 1.717 0.417 -1.181 0.0 0.1 -0.1
H 0.263 -0.595 -2.215 0.0 0.0 -0.1
H 0.188 0.777 -3.296 0.0 0.1 0.0
H -1.228 -0.255 -3.091 0.1 0.1 0.0
C 1.261 -1.336 4.835 -0.2 0.0 0.1
N -0.077 -0.848 4.503 0.4 0.4 0.6
C -0.671 0.055 5.483 -0.1 -0.3 0.1
C -0.457 -0.797 3.218 -0.4 0.1 0.2
C -1.727 -0.074 2.888 -0.1 0.0 0.0
O 0.219 -1.361 2.364 0.3 -0.7 -0.7
H 1.199 -2.068 5.641 0.0 0.0 0.0
H 1.893 -0.507 5.159 0.0 0.1 0.0
H 1.707 -1.798 3.965 0.0 0.0 -0.1
H -0.380 -0.278 6.477 0.0 0.0 0.0
H -1.757 0.037 5.427 0.0 0.0 0.0
H -0.325 1.082 5.345 0.0 0.0 0.0
H -1.760 0.911 3.349 -0.1 -0.1 0.0
H -2.587 -0.648 3.233 -0.1 -0.1 0.0
H -1.800 0.037 1.814 0.0 0.0 -0.1
C 1.847 2.777 -3.274 -0.1 0.0 -0.1
C 0.672 3.723 -2.974 0.1 -0.1 0.1
C -0.571 3.467 -3.855 0.1 0.1 0.0
C 0.412 3.936 -1.466 -0.1 0.0 0.1
C 0.152 5.261 -1.160 -0.1 0.0 0.2
C 0.110 5.766 0.152 -0.1 -0.1 0.0
C 0.578 4.909 1.171 -0.2 0.1 -0.2
C 0.852 3.579 0.949 -0.1 0.0 -0.1
C 1.613 2.894 2.089 0.1 -0.1 -0.2
C 3.069 2.520 1.701 0.0 0.0 0.1
C 0.931 1.712 2.787 0.0 0.2 0.0
C 0.563 2.973 -0.361 0.5 0.0 -0.1
N 1.241 0.474 -0.288 -0.2 -0.2 0.6
H 1.812 2.401 -4.304 0.0 0.0 0.1
H 1.873 1.924 -2.598 0.0 0.0 0.0
H 2.793 3.304 -3.142 0.0 0.0 0.0
H 1.014 4.702 -3.314 0.0 0.1 0.0
H -0.892 2.429 -3.898 0.0 -0.1 0.1
H -0.359 3.781 -4.885 0.0 -0.1 0.1
H -1.406 4.070 -3.489 0.0 0.0 0.0
H 0.032 5.962 -1.987 0.0 0.0 0.1
H -0.129 6.804 0.352 0.1 0.0 0.0
H 0.778 5.330 2.157 0.0 0.0 -0.1
H 1.685 3.667 2.855 0.0 0.1 0.1
H 3.241 1.437 1.670 0.0 0.1 0.0
H 3.780 2.921 2.430 0.0 0.0 0.0
H 3.327 2.931 0.724 0.0 0.0 0.0
H 0.999 0.792 2.205 0.0 0.2 0.0
H -0.125 1.939 2.973 0.3 0.1 0.0
H 1.419 1.523 3.755 0.0 0.0 -0.1
C 3.044 -5.181 -2.247 -0.1 -0.1 -0.1
N 1.816 -4.492 -2.614 0.6 -0.2 -0.2
C 1.496 -4.029 -3.882 0.1 -0.1 0.0
C 0.400 -3.261 -3.749 -0.2 0.0 0.1
N 0.059 -3.282 -2.412 -0.5 0.9 0.0
C 0.956 -3.991 -1.716 -0.1 -0.2 0.3
S 1.021 -4.223 -0.027 -0.1 0.3 0.3
H 3.468 -5.629 -3.142 0.0 0.0 0.0
H 2.823 -5.956 -1.519 0.0 0.0 0.0
H 3.749 -4.477 -1.811 0.0 0.1 0.0
H 2.078 -4.287 -4.749 0.0 0.0 0.1
H -0.182 -2.734 -4.484 0.1 0.0 0.1
H -0.577 -2.612 -1.919 0.1 -0.5 0.0



93
Properties=species:S:1:pos:R:3:forces:R:3 method="wB97M-V/def2-TZVPD" e_homo_ev="-7.9 / -7.9" spin_multiplicity=1 total_energy_ha=-2415.82061 charge=+1 gap_ev="5.0 / 5.0"
C 1.981 -1.850 -0.845 0.6 -0.1 -0.3
C 2.058 0.346 -1.648 -0.8 1.2 0.3
C 2.912 -2.272 -1.808 -0.8 -0.6 0.5
C 2.758 -0.111 -2.803 0.3 -0.7 -0.2
C 3.249 -1.402 -2.846 -0.3 0.9 0.0
H 3.246 -3.312 -1.810 -0.1 0.3 0.0
H 2.942 0.600 -3.611 0.1 -0.2 0.3
H 3.867 -1.743 -3.676 -0.1 0.1 0.2
N 1.607 -0.564 -0.696 -0.1 -0.4 -0.3
P -0.272 -2.808 0.798 0.3 -0.1 -0.3
P 1.437 2.542 0.019 -0.2 -0.7 0.2
C 1.418 -2.958 0.066 0.6 0.1 -0.2
H 1.412 -3.884 -0.532 0.2 0.3 0.3
H 2.157 -3.108 0.869 -0.3 0.0 -0.2
C 1.822 1.758 -1.523 -1.7 -1.1 -0.3
H 1.769 2.327 -2.462 0.5 -0.3 0.4
C -0.100 3.845 -0.183 1.4 -0.3 -0.2
C 3.189 3.301 0.259 -0.9 0.9 0.2
C -1.314 -3.751 -0.508 0.1 0.0 0.8
C -0.047 -3.743 2.441 -0.2 -0.2 -0.5
C -1.390 3.376 0.540 0.1 0.1 -0.1
H -1.274 3.239 1.631 0.1 0.0 -0.3
H -2.141 4.174 0.425 0.2 -0.2 0.0
H -1.865 2.480 0.092 0.2 0.4 0.0
C 0.302 5.193 0.433 -0.3 0.2 0.0
H 0.495 5.114 1.512 0.0 0.0 -0.3
H 1.181 5.643 -0.044 -0.3 -0.3 0.1
H -0.528 5.907 0.306 0.1 -0.1 0.0
C -0.420 3.992 -1.670 -0.3 0.3 0.0
H -1.235 4.727 -1.781 0.2 -0.1 -0.1
H 0.439 4.342 -2.256 -0.2 -0.1 0.2
H -0.777 3.046 -2.103 0.2 0.2 0.1
C 3.300 4.044 1.600 0.3 0.2 -0.1
H 3.018 3.402 2.445 0.0 0.0 -0.1
H 4.346 4.346 1.756 -0.2 0.0 0.0
H 2.692 4.954 1.639 0.1 -0.2 0.0
C 4.222 2.160 0.256 -0.2 0.0 -0.2
H 3.941 1.334 0.922 0.1 0.2 -0.2
H 4.373 1.761 -0.751 -0.1 0.0 0.2
H 5.179 2.575 0.605 -0.2 -0.1 0.0
C 3.416 4.233 -0.943 0.5 0.2 0.0
H 2.986 3.836 -1.871 0.1 0.0 0.3
H 2.985 5.226 -0.770 0.2 -0.2 0.0
H 4.490 4.350 -1.148 -0.1 0.1 0.2
C -1.401 -3.790 3.174 0.1 -0.1 0.2
H -1.235 -4.204 4.181 -0.1 0.1 -0.2
H -1.849 -2.792 3.294 0.1 -0.2 -0.1
H -2.129 -4.441 2.671 0.3 0.2 0.1
C 0.966 -2.959 3.306 -0.1 -0.1 -0.1
H 1.947 -2.863 2.825 -0.2 0.0 0.2
H 0.606 -1.952 3.569 0.0 -0.2 -0.1
H 1.113 -3.514 4.246 -0.1 0.2 -0.3
C 0.479 -5.171 2.253 0.1 -0.2 0.4
H 0.697 -5.582 3.252 0.0 0.0 -0.3
H -0.258 -5.840 1.796 0.3 0.3 0.2
H 1.408 -5.205 1.669 -0.2 0.0 0.1
C -1.086 -3.075 -1.868 0.0 0.1 0.0
H -1.828 -3.472 -2.579 0.2 0.1 0.2
H -1.216 -1.989 -1.809 0.1 -0.2 -0.1
H -0.092 -3.299 -2.281 -0.2 0.2 0.2
C -2.786 -3.598 -0.083 -0.1 -0.1 -0.2
H -3.055 -2.544 0.081 0.1 -0.3 0.0
H -3.427 -3.988 -0.887 0.1 0.1 0.2
H -3.017 -4.170 0.827 0.1 0.2 -0.3
C -0.964 -5.234 -0.665 -0.3 -0.2 -0.2
H 0.090 -5.393 -0.927 -0.2 0.0 0.1
H -1.218 -5.829 0.219 0.0 0.2 -0.3
H -1.567 -5.630 -1.498 0.2 0.1 0.2
Ba -0.680 0.349 1.133 1.7 0.0 -0.5
C 2.542 0.314 2.672 2.0 -0.9 1.5
O 3.514 0.048 3.219 -2.3 0.7 -1.4
N -2.522 -0.045 -0.802 -2.1 0.5 -4.4
C -2.887 0.127 -1.926 2.0 -0.1 4.6
C -2.907 0.500 -3.298 -0.4 0.1 -0.7
C -4.070 0.582 -4.088 0.3 -0.2 0.2
C -1.641 0.799 -3.826 0.2 -0.2 0.0
C -3.921 0.842 -5.450 -0.1 0.0 0.4
H -5.053 0.445 -3.620 0.5 0.0 -0.4
C -1.526 1.089 -5.180 -0.1 0.0 0.2
H -0.766 0.779 -3.162 -0.3 0.0 -0.4
C -2.656 1.061 -5.995 0.1 0.2 0.2
H -4.800 0.891 -6.082 0.1 0.0 0.0
H -0.551 1.349 -5.577 -0.1 -0.1 -0.1
H -2.549 1.260 -7.057 -0.1 0.0 0.1
N -1.733 1.589 6.272 0.1 -0.1 -0.2
N -2.316 0.953 5.183 -0.7 1.6 -2.1
N -3.655 1.082 4.996 1.6 -1.0 -0.6
C -3.760 0.827 3.687 0.4 0.2 0.5
N -2.569 0.654 3.070 0.2 0.4 2.3
N -1.627 0.808 4.039 -2.0 -0.6 0.5
H -0.802 1.225 6.435 -0.1 -0.2 0.1
H -2.355 1.547 7.070 0.1 -0.3 -0.1
H -4.718 0.791 3.189 0.2 0.0 0.0



101
Properties=species:S:1:pos:R:3:forces:R:3 method="wB97M-V/def2-TZVPD" e_homo_ev="-10.9 / -10.9" spin_multiplicity=6 total_energy_ha=-3828.21337 charge=+1 s2=8.754 gap_ev="5.7 / 5.7"
Mn -3.176 -0.233 3.107 2.7 1.0 -3.0
C -0.675 0.988 1.282 -3.8 -1.7 0.5
O -1.079 -0.177 0.530 0.5 0.2 -1.5
O -1.236 0.694 2.578 0.5 0.0 -0.4
C 0.798 1.467 1.037 0.6 -0.7 0.6
F 1.176 2.211 2.073 0.2 0.2 0.4
F 1.752 0.490 0.876 -1.2 0.3 0.3
F 0.890 2.243 -0.053 -0.4 -0.4 0.1
C -0.845 -0.241 -0.907 0.4 -1.7 -0.3
C -1.199 -1.718 -1.469 1.7 2.1 1.6
H -0.253 -2.251 -1.380 -0.2 -0.4 -0.3
H -1.900 -2.181 -0.773 -0.4 0.0 -0.6
H -1.467 -1.595 -2.518 -0.3 -0.4 0.2
H 0.204 -0.008 -1.085 0.1 -0.2 -0.1
H -1.380 0.403 -1.606 -0.7 0.9 0.9
H -1.333 1.769 0.901 0.6 0.8 -0.3
C 0.685 -0.310 -4.913 -1.0 0.3 -0.8
C 0.478 0.193 -6.355 -1.0 -0.4 0.1
C 1.356 1.460 -6.450 0.2 -1.4 -0.5
O 2.028 1.532 -5.241 1.7 0.7 0.9
C 1.966 0.360 -4.511 -1.5 -0.3 2.2
H 0.701 -1.381 -4.710 -0.1 -0.1 -0.5
H -0.157 0.109 -4.361 0.0 0.0 0.5
H -0.567 0.454 -6.526 -0.1 -0.2 -0.1
H 0.730 -0.629 -7.024 0.2 0.5 -0.5
H 0.902 2.449 -6.510 -0.5 -0.3 -0.8
H 2.051 1.226 -7.257 0.2 0.8 -0.3
H 1.702 0.654 -3.495 1.1 0.2 0.4
H 2.790 -0.350 -4.446 0.6 0.5 -0.7
O 1.993 5.502 -1.564 0.7 0.6 0.8
C 0.951 5.232 -2.056 0.7 -0.3 -0.3
O 0.846 5.144 -3.411 -0.7 -0.1 0.6
C -0.406 4.506 -3.749 1.1 -0.3 0.0
C -0.911 3.899 -2.433 -0.6 0.5 -0.2
C -0.330 4.843 -1.368 -0.6 -0.6 -0.8
H -0.110 3.695 -4.414 -0.4 0.2 -0.4
H -1.006 5.275 -4.235 -0.4 -0.3 0.1
H -0.508 2.889 -2.356 0.0 0.0 0.2
H -2.000 3.865 -2.432 -0.1 -0.1 0.1
H -0.202 4.367 -0.395 0.3 0.3 -0.2
H -0.960 5.728 -1.290 0.0 0.1 0.2
O 3.749 1.183 -1.918 1.4 -1.5 2.3
C 4.346 0.869 -0.880 -1.8 2.3 -2.1
O 4.903 -0.319 -0.653 -0.3 -1.1 -0.8
C 5.546 -0.404 0.617 -0.4 0.4 0.6
C 5.826 1.061 0.926 0.4 1.2 -0.3
C 4.623 1.826 0.263 1.5 -1.6 0.8
H 6.366 -1.120 0.556 0.3 0.5 -0.3
H 4.871 -0.852 1.347 -0.4 0.1 0.0
H 6.729 1.371 0.400 0.2 -0.1 0.0
H 5.940 1.378 1.963 0.0 -0.5 0.1
H 4.898 2.818 -0.095 -0.4 -0.1 0.1
H 3.863 1.817 1.044 -0.5 0.3 -0.6
O 1.411 -1.023 6.925 0.7 0.1 -1.1
C 1.536 0.004 6.288 -0.2 -3.5 0.4
O 0.910 1.049 6.696 -0.8 0.6 2.0
C 1.223 2.131 5.887 -3.4 2.5 0.6
C 2.464 1.840 5.221 1.8 -0.1 -1.8
C 2.271 0.350 5.011 1.4 -0.9 0.8
H 1.187 2.957 6.597 0.3 0.5 -0.6
H 0.332 2.159 5.260 0.2 0.8 -0.7
H 3.261 2.205 5.870 0.5 -0.7 -0.2
H 2.613 2.226 4.213 -0.2 0.8 0.3
H 3.183 -0.244 4.939 0.0 0.1 0.0
H 1.687 0.174 4.108 -0.3 0.0 0.2
O -4.411 0.964 1.587 0.2 -1.1 0.3
C -4.588 0.991 0.373 -0.1 0.1 -0.1
O -5.021 -0.042 -0.358 -0.1 -0.3 4.2
C -5.177 0.242 -1.676 0.8 0.2 -3.1
C -4.606 1.642 -1.883 0.1 -1.1 -1.6
C -4.279 2.173 -0.498 -0.5 -0.1 -1.5
H -6.179 0.177 -2.101 -0.3 -0.3 0.9
H -4.569 -0.475 -2.229 -0.1 -0.2 0.0
H -5.363 2.099 -2.520 0.4 1.0 0.4
H -3.713 1.475 -2.486 0.1 0.6 0.0
H -4.902 3.060 -0.381 0.4 0.0 1.0
H -3.203 2.343 -0.452 -0.1 0.5 0.4
O 0.419 -6.370 1.758 -0.1 1.7 -0.2
C 0.647 -5.202 1.535 -0.6 -1.7 0.3
O -0.117 -4.175 2.084 0.4 -1.9 0.4
C 0.446 -2.897 1.818 -0.4 -0.2 -0.8
C 1.764 -3.201 1.136 1.5 1.2 0.2
C 1.748 -4.635 0.688 0.2 0.8 -0.7
H 0.615 -2.341 2.741 -0.4 0.0 0.0
H -0.326 -2.451 1.191 0.5 0.8 0.0
H 2.561 -3.106 1.874 0.0 0.3 0.1
H 2.002 -2.516 0.323 -0.1 0.1 0.1
H 2.720 -5.124 0.752 -0.3 -0.2 0.6
H 1.602 -4.596 -0.391 -0.9 -0.7 0.0
O -2.797 -2.026 1.838 -0.1 1.5 1.0
C -3.128 -3.189 1.894 -1.6 -1.3 -0.3
O -3.586 -3.782 0.769 1.1 1.2 0.9
C -3.852 -5.150 1.030 0.2 -1.9 -0.2
C -4.171 -5.196 2.490 -1.6 -0.7 1.1
C -3.335 -4.102 3.101 0.1 -0.3 -0.3
H -2.966 -5.749 0.821 0.3 0.2 -0.1
H -4.626 -5.524 0.360 -0.1 0.4 0.1
H -4.088 -6.129 3.047 0.7 -0.3 -0.6
H -5.226 -4.996 2.676 -0.2 0.4 -0.4
H -2.421 -4.547 3.492 0.4 0.5 -0.2
H -3.910 -3.676 3.923 0.4 0.6 -0.1